DFT (ωB97M-V/def2-TZVPD) results for a cluster of 2 separate species, C5H15N2O2 in total in a non-equilibrium geometry.

```
24
Properties=species:S:1:pos:R:3:forces:R:3
O 0.567 -1.256 0.962 -0.01 1.02 -2.41
C 0.799 -1.027 -0.253 1.36 -4.46 2.77
N 1.387 -2.088 -0.954 -1.63 -0.43 1.61
C 1.771 -2.011 -2.307 -0.07 3.69 -2.69
C 0.509 0.326 -0.798 0.80 2.09 -0.98
N 0.049 1.199 0.396 -0.94 -1.09 0.64
C -1.576 0.875 0.708 2.72 -2.87 -0.16
C -2.289 2.084 0.263 -3.84 -0.44 -0.52
H 1.381 -3.094 -0.493 -0.05 3.31 -0.91
H 1.372 -1.075 -2.878 -0.51 -1.18 1.35
H 2.779 -1.629 -2.455 0.81 -1.37 0.17
H 1.419 -2.762 -2.984 0.35 -0.96 0.12
H 1.374 0.901 -1.236 -0.25 -1.07 0.63
H -0.152 0.303 -1.728 -0.02 0.12 1.74
H 0.205 2.214 0.101 -0.41 -1.68 1.02
H 0.519 0.883 1.397 -1.03 0.65 -2.93
H -1.677 -0.226 0.188 -0.30 3.21 0.81
H -1.535 0.594 1.765 -0.22 0.61 -0.16
H -2.143 3.008 0.859 0.45 -0.59 -0.78
H -3.457 1.960 0.239 1.96 -0.19 0.77
H -2.210 2.065 -0.817 0.72 1.21 -0.39
H 1.051 -0.491 3.199 -0.06 0.47 -0.16
H -0.357 -0.756 3.594 0.76 1.86 -0.82
O 0.213 0.003 3.233 -0.62 -1.90 1.27
```
Forces are in eV/Å.

Computed properties:
Total charge: +1
Spin multiplicity: 1
Lowest unoccupied orbital energy in eV: -2.9
Orbital gap in eV: 10.5
Energy above the lowest of the compared OMol25 structures with the same formula, charge and spin in kJ/mol: 350.0

Atom charges from the Mulliken analysis, given in e for atoms 1 to 8: -0.57, 0.69, -0.19, -0.93, -0.95, -0.31, 0.00, -1.26